Molecular formula: C35H38BF3O4
Method: DFT, the ωB97M-V functional and the def2-TZVPD basis

The geometry in XYZ format:
```
81
Properties=species:S:1:pos:R:3:forces:R:3
C 4.19077 -0.77190 6.69629 -0.83 0.08 -0.18
O 2.74309 -0.68701 6.57611 0.78 -0.17 0.11
C 2.20837 -0.08881 5.48060 -0.29 0.52 -0.74
C 0.79685 0.07459 5.45302 1.11 -0.30 0.51
C 0.20110 0.71255 4.39510 -0.11 0.16 -0.73
C 0.91814 1.18969 3.26264 0.80 -0.66 1.32
C 0.14699 1.83068 2.21297 -1.55 0.26 -0.52
C 0.80201 2.47871 1.09850 0.63 0.33 -0.82
C 0.33790 3.74002 0.63554 0.34 -0.78 0.05
C 1.00339 4.42181 -0.35557 1.03 0.11 -0.43
C 2.25591 3.95252 -0.82631 -0.07 -0.69 0.54
O 2.93886 4.79325 -1.64874 0.65 -0.13 -0.08
C 4.33806 4.53493 -1.93951 -0.91 -0.16 0.18
C 2.72484 2.67714 -0.40850 -0.08 1.01 -0.43
C 1.96758 1.94081 0.49780 -0.38 0.30 0.17
C 2.34171 1.08606 3.35832 -0.68 -0.17 -0.39
C 2.97148 0.42231 4.40637 -0.33 -0.29 0.94
H 4.36592 -1.32612 7.62440 -0.05 0.16 -0.30
H 4.62272 -1.31761 5.84264 -0.13 0.15 0.29
H 4.63885 0.23277 6.77019 -0.19 -0.31 -0.07
H 0.20794 -0.30118 6.29049 0.19 0.15 -0.18
H -0.88161 0.86791 4.41365 0.33 -0.12 0.02
H -0.66771 2.42958 2.61562 0.55 0.16 0.03
H -0.53397 4.20384 1.09029 0.06 -0.19 -0.05
H 0.63812 5.37027 -0.74736 0.11 -0.17 0.18
H 4.66306 5.42144 -2.49072 0.01 -0.28 0.11
H 4.92584 4.42388 -1.00977 -0.29 0.02 -0.36
H 4.43512 3.63296 -2.56956 0.04 0.36 0.25
H 3.68083 2.29519 -0.79173 -0.56 0.10 0.18
H 2.31354 0.94429 0.78441 -0.20 0.36 -0.16
H 3.00130 1.53883 2.61781 -0.40 -0.16 0.14
H 4.06290 0.30902 4.43099 -0.56 0.27 -0.13
C -1.87777 -5.19059 -0.38600 0.14 0.13 -0.21
C -0.89773 -5.15520 -1.56327 -0.06 0.14 -0.11
C -0.36065 -6.55474 -1.83413 0.16 -0.06 -0.13
C -1.61201 -4.65415 -2.83556 0.08 0.80 0.20
O -1.90448 -3.22764 -2.78458 0.64 -0.43 -0.15
B -0.99574 -2.38611 -2.17759 -0.16 -0.60 0.38
C -0.87095 -0.90316 -2.61418 -0.37 0.30 0.35
C -1.55176 -0.44222 -3.74898 0.28 0.32 0.07
C -1.32483 0.84450 -4.22164 0.03 -0.06 0.08
C -0.42951 1.66540 -3.53991 -0.04 0.13 -0.18
C -0.20125 3.06449 -4.04497 0.07 0.72 0.23
F 1.01144 3.56919 -3.65486 -1.07 -0.37 -0.51
F -0.27196 3.15811 -5.40542 0.07 0.03 1.08
F -1.15713 3.92697 -3.53640 0.86 -0.56 -0.60
C 0.17938 1.25869 -2.35820 -0.11 -0.14 0.19
C -0.05526 -0.02921 -1.87624 -0.06 0.24 -0.72
C -1.89661 0.67770 1.67286 0.97 0.28 1.22
C -1.72403 -0.71196 2.17608 -0.27 -0.23 0.20
C -2.64340 0.83956 0.44479 -0.72 0.49 -1.28
C -2.58934 2.09432 -0.19216 0.18 -0.21 0.21
C -3.16624 2.29830 -1.43396 -0.14 0.07 -0.09
C -3.93519 1.29157 -2.01550 0.04 -0.14 -0.07
C -4.11023 0.06754 -1.36057 0.11 0.32 0.15
C -3.48584 -0.15921 -0.13550 0.75 0.22 0.25
O -0.13136 -2.83664 -1.19872 0.26 -0.41 -0.51
C 0.28901 -4.21476 -1.25576 -0.62 0.27 -0.08
H -2.32645 -4.20119 -0.23370 0.05 -0.25 0.10
H -2.66921 -5.92200 -0.59330 0.08 0.19 0.13
H -1.33736 -5.49735 0.51609 -0.21 0.08 -0.01
H 0.31601 -6.53806 -2.70044 -0.11 -0.12 0.20
H 0.19614 -6.92495 -0.96474 -0.10 -0.01 -0.15
H -1.17869 -7.25565 -2.04615 0.18 0.12 0.05
H -0.97627 -4.81898 -3.72629 -0.30 -0.04 0.33
H -2.58368 -5.14731 -2.97600 0.35 -0.03 0.04
H -2.26910 -1.08569 -4.25111 0.21 0.00 0.04
H -1.84646 1.22329 -5.09743 0.13 -0.11 0.11
H 0.81595 1.94709 -1.80901 -0.14 -0.16 -0.17
H 0.40856 -0.36088 -0.94905 -0.06 0.04 -0.21
H -2.14479 1.45135 2.40173 -0.27 -0.62 -0.07
H -0.83779 -0.78627 2.80145 0.02 -0.20 0.11
H -2.59632 -0.99218 2.79545 0.26 -0.12 -0.14
H -1.63732 -1.43297 1.34914 0.04 0.24 0.25
H -2.04000 2.89373 0.31272 -0.12 -0.31 -0.40
H -2.98383 3.23324 -1.96884 -0.24 -0.25 0.23
H -4.39268 1.46537 -2.99010 0.12 -0.11 0.23
H -4.70781 -0.71794 -1.82780 0.10 0.24 0.23
H -3.64388 -1.10704 0.39207 0.17 0.34 -0.31
H 0.73232 -4.43386 -0.27441 -0.08 -0.12 -0.33
H 1.05613 -4.31492 -2.04592 -0.17 0.03 0.34
```
Forces are in eV/Å.

energy relative to the best compared isomer or geometry (same formula, charge and spin) = 257.4 kJ/mol
E = -1981.908087 Eh
HOMO level = -6.46 eV
charge = 0
2S+1 = 1